[1]
{
  "formula": "C5H38NO13S2",
  "method": "ωB97M-V with the def2-TZVPD basis set",
  "elements": ["C", "C", "S", "C", "N", "C", "C", "S", "H", "H", "H", "H", "H", "H", "H", "H", "H", "H", "H", "H", "H", "H", "O", "H", "H", "O", "H", "H", "O", "H", "H", "O", "H", "H", "O", "H", "H", "O", "H", "H", "O", "H", "H", "O", "H", "H", "O", "H", "H", "O", "H", "H", "O", "H", "H", "O", "H", "H", "O"],
  "positions_angstrom": [[0.6323, 2.6195, 1.6846], [-0.4519, 2.8406, 2.7773], [0.2865, 2.4549, 4.4128], [0.2837, 1.2795, 0.8992], [1.5043, 0.5118, 0.5682], [2.8568, 0.9957, 0.8155], [3.7603, 0.1962, -0.1109], [3.7024, 0.6099, -1.9072], [0.8176, 3.4902, 1.0650], [1.5712, 2.3459, 2.1684], [-0.8024, 3.8580, 2.9254], [-1.2959, 2.1992, 2.5194], [0.1287, 1.1418, 4.4033], [-0.3317, 1.6313, 0.0822], [-0.3325, 0.7825, 1.6387], [1.4223, 0.3266, -0.4253], [3.1594, 0.6957, 1.8426], [3.1491, 2.0470, 0.6519], [3.4790, -0.8691, -0.0160], [4.8131, 0.3423, 0.1553], [-4.5607, -0.5257, -0.2444], [-4.5235, -1.9474, 0.3676], [-5.0174, -1.1095, 0.3686], [-0.2742, -0.9123, -2.5240], [1.4684, -0.8743, -2.3042], [0.5880, -1.2274, -2.1157], [0.4333, 1.2410, -4.5512], [-0.9416, 1.6350, -5.0099], [-0.4067, 0.8386, -4.9092], [-1.7444, -1.9108, -0.1758], [-0.8020, -0.8078, -0.8458], [-1.6955, -0.9941, -0.5068], [-3.1073, -2.4778, 1.9589], [-3.3780, -3.9560, 1.2508], [-3.2389, -3.0156, 1.1715], [-1.2602, -3.6957, -1.6838], [0.1521, -3.6628, -0.8938], [-0.8168, -3.7497, -0.8327], [-0.0991, -1.4690, 1.5623], [1.1197, -0.8352, 1.9696], [0.5482, -1.5789, 2.2761], [-2.0847, -0.8166, -2.5311], [-1.3045, -0.1664, -3.7741], [-1.6797, -0.9956, -3.3949], [3.5572, 3.3058, -1.5186], [2.3979, 2.7242, -1.0918], [2.7396, 3.6480, -1.0966], [-2.0452, -1.7596, 4.4549], [-0.9987, -2.2152, 3.5742], [-1.9798, -2.2183, 3.6046], [-2.6242, 0.3266, 0.5117], [-3.5371, 0.7431, 1.6165], [-3.1484, 1.0978, 0.8065], [1.7315, -2.2499, -0.1217], [1.7387, -2.7966, -1.4958], [1.8969, -3.0833, -0.5849], [1.6424, 2.7997, -3.1838], [1.7543, 1.2206, -3.0386], [1.1480, 1.9719, -3.2147]],
  "forces_ev_per_angstrom": [[-0.21, -1.27, 0.27], [1.02, -0.21, -0.22], [-0.51, 0.35, 0.25], [1.19, 2.59, 1.54], [-1.41, 0.46, -0.74], [1.19, -0.63, 0.26], [0.30, -0.61, -0.58], [-0.51, -0.06, 0.11], [-0.11, 0.00, -0.29], [-0.13, 0.66, 0.20], [0.03, 0.13, -0.38], [-0.18, 0.22, 0.49], [-0.01, -0.51, -0.12], [-0.05, -0.70, -0.67], [-0.19, -0.73, -0.28], [0.37, -0.24, -0.14], [-0.22, 0.42, -0.28], [-0.84, -0.12, 0.23], [0.46, 0.34, 0.12], [-0.27, -0.20, 0.29], [0.07, 0.04, 0.08], [0.06, 0.25, 0.07], [-0.34, -0.16, -0.07], [1.76, -0.42, -0.86], [-0.27, 0.95, -0.57], [-0.61, -0.53, 1.00], [-0.79, -0.33, 0.06], [-0.13, -0.15, -0.08], [0.37, 0.49, -0.27], [0.38, -0.01, -0.39], [0.04, -0.63, 0.45], [-0.45, 0.44, 0.37], [0.11, -0.91, 0.69], [0.26, 0.01, 0.90], [-0.14, 0.74, -1.58], [0.61, 0.11, -0.16], [-0.25, 0.12, -0.23], [-0.57, -0.31, 0.60], [-0.31, -0.53, 0.21], [0.23, -0.38, 0.25], [0.00, 0.64, -0.47], [-0.21, 0.14, -0.22], [-0.34, -0.17, -0.22], [-0.08, 0.22, 0.30], [0.17, 0.81, 0.14], [-0.61, 0.57, 0.31], [0.43, -1.32, -0.67], [-0.77, -0.03, -0.14], [-0.30, -0.21, -0.97], [1.04, 0.38, 0.99], [0.09, 0.30, -0.32], [-0.26, 0.22, -0.13], [0.29, -0.40, 0.35], [0.01, -0.15, 0.29], [0.15, -0.05, -0.04], [0.01, 0.04, -0.17], [0.33, -0.35, 0.25], [0.53, 0.65, 0.58], [-0.42, 0.00, -0.37]],
  "homo_lumo_gap_ev": 6.96,
  "charge": -1,
  "largest_force_ev_per_a": 3.2,
  "spin_multiplicity": 1,
  "e_homo_ev": -4.717,
  "relative_energy_kcal_mol": 0.0,
  "e_tot_ha": -2042.6155
}

=====

[2]
{
  "formula": "C5H39NO13",
  "method": "ωB97M-V with the def2-TZVPD basis set",
  "elements": ["C", "N", "C", "C", "C", "C", "H", "H", "H", "H", "H", "H", "H", "H", "H", "H", "H", "H", "H", "H", "H", "O", "H", "H", "O", "H", "H", "O", "H", "H", "O", "H", "H", "O", "H", "H", "O", "H", "H", "O", "H", "H", "O", "H", "H", "O", "H", "H", "O", "H", "H", "O", "H", "H", "O", "H", "H", "O"],
  "positions_angstrom": [[-2.1543, -0.1408, -1.4692], [-1.4076, 1.0576, -1.2132], [-1.8040, 1.7603, 0.0333], [-2.9939, 2.6824, -0.2559], [0.0772, 0.7737, -1.3206], [-2.4632, -0.2865, -2.9799], [-3.1336, 0.0232, -1.0259], [-1.8786, -1.1305, -1.0738], [-0.9724, 2.3861, 0.3662], [-2.0339, 0.9845, 0.7694], [-3.2731, 3.2162, 0.6526], [-2.8566, 3.2954, -1.1373], [-3.8256, 2.0199, -0.5193], [0.2271, 0.9480, -2.3865], [0.2623, -0.2554, -1.0178], [0.5629, 1.5003, -0.7131], [-2.7258, -1.2975, -3.2746], [-3.1705, 0.4871, -3.2247], [-1.5677, 0.0332, -3.5208], [-0.3922, 4.6073, -1.8970], [-1.3046, 3.6417, -2.4909], [-0.6616, 4.3069, -2.7904], [3.3511, 1.0520, -1.1390], [3.0100, 1.1849, -2.6151], [3.4427, 0.5927, -2.0038], [1.9792, -1.7361, 0.5306], [1.4576, -2.2424, 1.8202], [2.1699, -1.6534, 1.4876], [2.0130, -1.6805, -2.0922], [1.1905, -2.7466, -1.2754], [1.6256, -1.8826, -1.2405], [0.6650, -4.6278, -0.5827], [-0.4965, -4.1749, -1.4375], [0.4649, -4.2830, -1.4581], [0.9277, 1.7358, 2.2312], [0.9233, 0.3107, 1.6675], [1.5065, 1.0093, 1.9762], [-2.3700, -2.9557, -0.4591], [-1.8863, -3.6203, 0.8488], [-1.8060, -3.6608, -0.1046], [1.3733, -0.1655, 3.6337], [2.6649, -0.8986, 3.5829], [1.9370, -0.7135, 4.1873], [0.6719, -2.2275, 3.7708], [1.7565, -3.1489, 3.6521], [0.8399, -3.1014, 3.3660], [-1.2057, 0.0428, 3.9265], [-1.0853, -0.4256, 2.4769], [-1.2025, 0.3730, 3.0309], [1.3199, 3.1574, -0.3234], [1.0943, 3.5306, -1.8013], [1.3152, 3.9040, -0.9310], [3.0621, 1.5469, 1.1833], [4.3459, 1.0274, 0.5958], [3.6960, 1.7305, 0.4667], [-0.2656, -2.3600, 1.8347], [-0.4448, -1.9023, 0.3859], [-0.5514, -1.6039, 1.2971]],
  "forces_ev_per_angstrom": [[-2.26, 0.26, -1.04], [1.51, -0.11, 0.75], [0.06, -0.18, -1.06], [-0.37, -1.53, 0.45], [-2.78, 0.18, -0.69], [1.46, 0.60, 0.56], [-0.26, -0.09, 0.31], [1.04, 0.33, 0.30], [0.08, -0.27, 0.09], [-0.10, 0.51, 0.46], [-0.03, 0.31, -0.25], [0.31, 0.45, 0.16], [-0.21, 0.21, 0.11], [0.98, -0.31, 0.11], [0.51, 0.31, -0.10], [0.72, 0.16, 0.24], [-0.33, 0.05, -0.11], [-0.70, -0.12, -0.29], [0.07, -0.43, -0.14], [0.17, 0.35, -0.68], [0.03, -0.12, -0.68], [-0.36, -0.27, 1.24], [0.13, -0.20, -0.28], [-0.06, 0.21, -0.36], [-0.16, -0.08, 0.36], [0.83, 0.54, -0.13], [1.21, 0.55, 0.31], [-0.70, -0.90, -0.45], [0.24, 0.10, -0.10], [0.07, -0.40, -0.69], [-0.11, 0.21, 0.71], [0.03, -0.25, 0.02], [0.10, -0.09, 0.14], [0.04, -0.13, -0.11], [-0.18, -0.06, 0.10], [0.01, -0.33, -0.30], [-0.02, 0.67, 0.20], [0.04, -0.25, 0.32], [-0.23, 0.06, 0.19], [-0.37, 0.04, -0.56], [0.07, 0.52, -0.13], [0.07, 0.04, -0.12], [-0.10, -0.31, 0.46], [-0.10, -0.16, 0.04], [0.36, -0.57, -0.19], [-0.56, 0.33, 0.40], [-0.11, 0.02, 0.51], [-0.20, 0.52, 0.04], [0.17, -0.29, -0.30], [0.25, 0.10, -0.05], [0.17, 0.07, 0.29], [-0.08, -0.04, -0.12], [-0.22, -0.01, -0.25], [0.15, 0.17, -0.10], [0.19, -0.25, 0.39], [-0.08, 0.08, 0.02], [-0.05, 0.16, -0.12], [-0.30, -0.35, 0.16]],
  "homo_lumo_gap_ev": 8.52,
  "charge": 0,
  "largest_force_ev_per_a": 2.9,
  "spin_multiplicity": 1,
  "e_homo_ev": -8.808,
  "relative_energy_kcal_mol": 53.6,
  "e_tot_ha": -1246.7352
}

=====

[3]
{
  "formula": "C5H39NO13",
  "method": "ωB97M-V with the def2-TZVPD basis set",
  "elements": ["C", "C", "C", "C", "C", "N", "H", "H", "H", "H", "H", "H", "H", "H", "H", "H", "H", "H", "H", "H", "H", "O", "H", "H", "O", "H", "H", "O", "H", "H", "O", "H", "H", "O", "H", "H", "O", "H", "H", "O", "H", "H", "O", "H", "H", "O", "H", "H", "O", "H", "H", "O", "H", "H", "O", "H", "H", "O"],
  "positions_angstrom": [[-1.0253, -1.7306, 0.6948], [0.1746, -2.3388, -0.1003], [-0.1638, -2.7560, -1.5177], [0.7254, -3.5164, 0.8005], [1.8479, -4.2886, 0.1290], [-0.7922, -0.2996, 0.9096], [-1.9987, -1.9556, 0.1628], [-1.0494, -2.2258, 1.6950], [0.9527, -1.5844, -0.2240], [-1.2251, -2.6889, -1.7059], [0.4238, -2.0511, -2.1368], [0.2034, -3.7642, -1.8308], [-0.0557, -4.2350, 1.0518], [1.0134, -2.9234, 1.6801], [2.3047, -5.0484, 0.8113], [1.4502, -4.8741, -0.6905], [2.6490, -3.6666, -0.2480], [-0.6142, 0.1205, 0.0087], [-0.1105, -0.1884, 1.6491], [-1.7863, 2.7178, 3.8855], [-1.1220, 1.6596, 2.9947], [-1.9278, 1.8463, 3.5023], [0.8828, 1.3909, -4.3561], [1.8092, 0.4495, -3.7657], [1.1947, 1.1378, -3.4774], [-2.9000, 2.1740, -1.8524], [-3.3668, 2.4905, -0.3363], [-3.2249, 2.8551, -1.2298], [3.6567, -1.3797, -2.5950], [2.7225, -0.4701, -1.7040], [2.8830, -1.3862, -2.0281], [-1.1538, 4.1106, -1.7861], [-0.7537, 2.9193, -2.7344], [-0.4412, 3.5109, -2.0269], [-2.5783, 0.5513, 1.0280], [-3.1700, 1.7180, 1.8623], [-3.2544, 1.2613, 1.0158], [3.8727, -1.9203, 2.2150], [3.9397, -1.0689, 0.8835], [3.7937, -1.0462, 1.8336], [2.7839, 1.8469, -1.6085], [2.1713, 1.1926, -0.3162], [2.9106, 1.1423, -0.9602], [-3.0481, 0.6436, -2.5606], [-1.6066, 0.7078, -3.3111], [-2.4774, 1.1051, -3.2518], [1.9272, 1.2135, 3.3912], [2.9519, 0.6651, 2.3386], [2.0170, 0.7935, 2.5314], [0.4800, -1.7620, 4.4488], [1.1534, -0.6857, 3.7314], [0.7718, -0.8489, 4.6021], [-0.2228, 2.5509, 0.9629], [-0.0341, 2.7823, -0.5424], [0.4294, 2.4582, 0.2624], [-4.2469, 0.0319, -0.7151], [-3.0139, -0.8822, -0.9938], [-3.6367, -0.2646, -1.4143]],
  "forces_ev_per_angstrom": [[0.76, -0.25, -0.08], [-0.59, -1.83, 0.91], [1.07, -0.06, -0.91], [0.24, 1.34, -1.02], [0.48, -0.86, 1.07], [-2.00, -0.79, 0.20], [0.88, 0.31, 0.66], [-0.36, 0.39, -0.71], [0.07, -0.05, 0.64], [-0.31, -0.02, -0.35], [-0.78, -0.43, -0.32], [-0.45, 0.72, 0.45], [-0.26, 0.27, 0.15], [0.32, -0.80, 0.27], [-0.32, 0.62, -0.32], [-0.03, -0.02, -0.27], [0.11, 0.30, -0.14], [0.80, 0.58, 0.45], [0.44, 0.50, -0.70], [0.02, 0.00, 0.06], [-0.26, -0.08, 0.25], [0.24, 0.11, -0.26], [-0.33, 0.50, 0.16], [0.12, -0.29, 0.67], [0.09, -0.25, -0.87], [-0.12, 0.52, 0.72], [0.36, -0.42, -0.67], [-0.13, 0.57, -0.11], [0.10, 0.23, 0.08], [0.57, -0.18, -0.18], [-0.48, -0.07, 0.09], [-0.47, -0.29, -0.23], [-0.24, 0.46, 0.55], [0.52, -0.13, -0.50], [0.25, 0.47, 0.23], [0.12, -0.27, 0.19], [-0.42, -0.22, -0.02], [0.10, -0.23, -0.30], [0.05, -0.43, -0.05], [0.12, 0.50, 0.07], [-0.35, -0.03, 0.28], [0.27, 0.55, -0.48], [-0.23, -0.33, 0.45], [1.10, -0.15, -0.99], [-0.05, -0.41, 0.32], [-0.53, 0.38, 0.03], [0.34, 0.18, -0.02], [0.04, -0.25, 0.23], [-0.82, 0.16, 0.06], [-0.16, 0.21, 0.63], [0.43, 0.62, -0.16], [-0.19, -0.86, -0.56], [0.06, -0.06, -0.01], [0.27, 0.00, 0.00], [-0.12, -0.12, -0.01], [0.44, 0.03, -0.19], [-0.40, 0.36, -0.17], [-0.40, -0.68, 0.72]],
  "homo_lumo_gap_ev": 9.59,
  "charge": 0,
  "largest_force_ev_per_a": 2.2,
  "spin_multiplicity": 1,
  "e_homo_ev": -9.480,
  "relative_energy_kcal_mol": 35.9,
  "e_tot_ha": -1246.7634
}